No. 1
This record from OMol25 describes a 8-piece molecular cluster, C3H20O10 overall. The level of theory is ωB97M-V/def2-TZVPD.

Last column: Mulliken charge in e.
Cartesian coordinates (Å):
O (1.0785, 2.3130, -0.3503)  -0.597
C (0.4542, 2.4873, 0.6748)  0.371
O (-0.4286, 3.4871, 0.7657)  -0.449
C (0.5443, 1.5438, 1.8161)  -0.445
C (0.0184, 0.1334, 1.4953)  -0.209
O (0.7216, -0.8181, 2.2693)  -0.608
H (-0.3402, 4.1445, 0.0713)  0.371
H (0.1991, 1.8492, 2.8019)  0.351
H (1.5917, 1.3517, 2.0406)  0.339
H (0.1800, -0.1100, 0.4381)  0.203
H (-1.0698, 0.0638, 1.5606)  0.277
H (1.5708, -0.8629, 1.8200)  0.374
O (-2.8110, 1.1220, -1.2226)  -0.685
H (-3.2745, 1.6429, -1.8921)  0.337
H (-2.1898, 1.7744, -0.8718)  0.302
O (2.9859, -2.0402, -2.1865)  -0.635
H (2.5578, -2.8162, -2.5559)  0.325
H (2.5039, -1.2503, -2.4575)  0.325
O (-4.4996, 0.5295, 0.7683)  -0.648
H (-4.2278, 1.2911, 1.2989)  0.277
H (-3.8768, 0.6816, 0.0153)  0.404
O (0.8890, 0.3635, -2.5320)  -0.526
H (1.4069, 0.9948, -2.0205)  0.331
H (-0.0367, 0.5272, -2.3273)  0.243
O (-1.0971, -2.6640, 3.0021)  -0.667
H (-0.2807, -2.1371, 2.8844)  0.448
H (-1.6678, -2.4144, 2.2710)  0.277
O (2.3952, -1.7766, 0.4085)  -0.612
H (3.0020, -1.1764, -0.0291)  0.295
H (2.4883, -2.6314, -0.0166)  0.257
O (0.2109, -3.0694, -3.6564)  -0.654
H (0.2241, -2.1075, -3.6498)  0.302
H (-0.2641, -3.3573, -2.8709)  0.327

The value obtained for the total energy is -23910.6426 eV. As for the multiplicity: 1. The calculation puts the relative energy (zero: lowest compared OMol25 entry of this formula, charge and spin) at 0.96 kcal/mol. Its lowest unoccupied orbital energy is -0.4 eV. Its HOMO energy is -10.437 eV. The largest force on an atom comes out at 0.0292 hartree/bohr.

=====

No. 2
This record from OMol25 describes a 7-piece molecular cluster, C3H21N2O7 overall. The level of theory is ωB97M-V/def2-TZVPD.

Last column: Mulliken charge in e.
Cartesian coordinates (Å):
C (-1.1358, 1.4568, 0.3939)  -0.564
C (-0.6838, 1.6288, 1.8597)  -0.587
C (0.8174, 1.2959, 1.9217)  0.452
N (1.5173, 2.1089, 2.7342)  -0.382
O (1.2353, 0.3925, 1.2220)  -0.541
N (-1.7479, 0.1249, 0.2025)  0.025
H (-0.3665, 1.6218, -0.3549)  0.167
H (-1.8633, 2.2517, 0.2167)  0.488
H (-0.9647, 2.6311, 2.1730)  0.407
H (-1.2088, 0.9067, 2.4902)  0.329
H (1.1417, 2.9532, 3.1214)  0.204
H (2.4440, 1.8069, 2.9854)  0.251
H (-2.5164, -0.0147, 0.8515)  0.469
H (-0.9920, -0.5617, 0.3567)  0.076
H (-2.0473, -0.2177, -0.7298)  0.338
H (0.2926, 2.0257, -3.1642)  0.289
H (1.5856, 1.4828, -3.6782)  0.285
O (0.9530, 1.3595, -2.9604)  -0.558
H (0.3253, -2.4946, -0.2900)  0.321
H (0.4695, -2.3707, 1.2803)  0.277
O (-0.1619, -2.3941, 0.5568)  -0.743
H (3.0188, 0.7099, -1.8990)  0.308
H (3.2924, 0.0444, -0.6075)  0.311
O (3.1457, -0.1748, -1.5359)  -0.681
H (-3.0035, -2.2328, 1.9361)  0.330
H (-1.6272, -2.1193, 1.2916)  0.391
O (-2.1638, -1.7675, 2.0340)  -0.685
H (-0.5715, -1.3247, -2.1004)  0.375
H (-2.0139, -1.9060, -2.6514)  0.287
O (-1.5364, -1.2546, -2.1402)  -0.659
H (1.7798, -1.4338, -1.2782)  0.423
H (1.3608, -2.4120, -2.5695)  0.262
O (1.2255, -2.1225, -1.6681)  -0.666

The total charge is +1. The value obtained for the total energy is -20760.0089 eV. As for the multiplicity: 1. The calculation puts the relative energy (zero: lowest compared OMol25 entry of this formula, charge and spin) at 21.97 kcal/mol. Its lowest unoccupied orbital energy is -2.5 eV. Its HOMO energy is -13.697 eV. The largest force on an atom comes out at 0.0390 hartree/bohr.

=====

No. 3
This record from OMol25 describes a 8-piece molecular cluster, C3H21NO9S2 overall. The level of theory is ωB97M-V/def2-TZVPD.

Last column: Mulliken charge in e.
Cartesian coordinates (Å):
N (-2.4742, -1.3469, -1.5905)  -0.609
C (-2.3146, -1.8989, -0.2448)  0.217
C (-0.8264, -2.3111, 0.0619)  -0.298
S (-0.3211, -3.8005, -0.9527)  -0.058
S (0.7092, -3.0681, -2.4832)  -0.228
C (-2.7426, -0.7998, 0.8449)  0.166
O (-3.1054, 0.2759, 0.5272)  -0.537
O (-2.9713, -1.4060, 2.0033)  -0.448
H (-1.7157, -0.6792, -1.9031)  0.215
H (-2.5631, -2.0443, -2.2886)  0.282
H (-3.0389, -2.6976, -0.2710)  0.525
H (-0.7536, -2.5196, 1.1905)  0.367
H (-0.0961, -1.5675, -0.0066)  -0.201
H (2.0674, -3.0796, -2.3115)  0.154
H (-3.7026, -0.9692, 2.5212)  0.419
O (1.3706, 1.3030, -3.3492)  -0.657
H (2.2870, 1.3633, -3.1066)  0.310
H (1.0469, 2.1642, -3.1333)  0.319
O (0.5872, 0.3279, -0.9203)  -0.498
H (0.7492, 0.1281, -1.8350)  0.308
H (0.3424, 1.2653, -0.8019)  0.299
O (2.0149, -0.6565, 1.6631)  -0.562
H (2.8580, -0.9999, 1.7553)  0.249
H (1.8878, 0.1423, 1.2648)  0.339
O (0.9384, 3.3761, -0.5923)  -0.613
H (1.4667, 2.6743, -0.1673)  0.287
H (0.6762, 4.1399, -0.0959)  0.290
O (0.8574, 2.5855, 2.0256)  -0.614
H (0.9823, 1.8054, 2.5544)  0.279
H (-0.0988, 2.7089, 2.2314)  0.351
O (3.5011, 0.6865, -0.2771)  -0.617
H (4.1125, 1.3729, -0.2891)  0.304
H (2.6024, 0.7956, -0.4669)  0.256
O (-1.2925, 1.2355, 2.9253)  -0.629
H (-1.0266, 0.3777, 3.2125)  0.305
H (-2.0140, 1.1160, 2.3057)  0.329

The value obtained for the total energy is -45039.0284 eV. As for the multiplicity: 1. The calculation puts the relative energy (zero: lowest compared OMol25 entry of this formula, charge and spin) at 38.66 kcal/mol. Its lowest unoccupied orbital energy is 0.2 eV. Its HOMO energy is -8.918 eV. The largest force on an atom comes out at 0.1003 hartree/bohr.

=====

No. 4
This record from OMol25 describes a 7-piece molecular cluster, C3H21O7 overall. The level of theory is ωB97M-V/def2-TZVPD.

Last column: Mulliken charge in e.
Cartesian coordinates (Å):
O (-11.9491, -22.5463, -6.0121)  -0.271
H (-11.8799, -21.6430, -5.6946)  0.420
H (-12.8259, -22.6828, -6.3783)  0.450
H (-11.8235, -23.1741, -5.2967)  0.464
O (-11.8605, -23.8479, -3.7351)  -0.617
H (-11.2926, -24.6064, -3.5994)  0.287
H (-12.2764, -23.7044, -2.8850)  0.273
O (-13.1184, -20.2936, -7.6389)  -0.596
H (-12.7499, -20.4895, -8.5003)  0.321
H (-14.0607, -20.2228, -7.7914)  0.285
O (-11.3016, -20.3252, -4.8608)  -0.601
H (-11.6070, -20.0009, -4.0135)  0.283
H (-10.5912, -19.7312, -5.1031)  0.268
O (-14.4193, -22.8327, -6.9968)  -0.605
H (-14.8325, -23.5984, -6.5979)  0.284
H (-14.8672, -22.7284, -7.8363)  0.303
O (-11.9049, -25.6276, -6.3469)  -0.602
H (-11.2491, -25.7005, -7.0403)  0.316
H (-11.7381, -26.3797, -5.7787)  0.305
C (-7.2908, -20.4476, -6.1775)  -1.121
C (-7.0125, -21.7908, -5.5471)  0.374
C (-8.2475, -22.2807, -4.8666)  -1.022
O (-6.6380, -22.7152, -6.6119)  -0.541
H (-8.2469, -20.5618, -6.6882)  0.209
H (-6.4919, -20.1720, -6.8660)  0.320
H (-7.3311, -19.5644, -5.5400)  0.344
H (-6.0795, -21.7399, -4.9858)  0.346
H (-9.0393, -22.3514, -5.6125)  0.132
H (-8.4350, -21.6494, -3.9981)  0.342
H (-8.1519, -23.2679, -4.4144)  0.345
H (-7.4318, -23.0584, -7.0288)  0.303

The total charge is +1. The value obtained for the total energy is -17777.9024 eV. As for the multiplicity: 1. The calculation puts the relative energy (zero: lowest compared OMol25 entry of this formula, charge and spin) at 13.56 kcal/mol. Its lowest unoccupied orbital energy is -3.0 eV. Its HOMO energy is -12.594 eV. The largest force on an atom comes out at 0.0413 hartree/bohr.

=====

No. 5
This record from OMol25 describes a 8-piece molecular cluster, C3H22O8 overall. The level of theory is ωB97M-V/def2-TZVPD.

Last column: Mulliken spin population.
Cartesian coordinates (Å):
O (1.8408, -1.7456, -2.5024)  0.221
H (0.9832, -2.1342, -2.6749)  -0.036
H (2.0031, -1.9237, -1.5761)  0.020
O (1.7735, -2.1085, 0.3858)  0.007
H (0.9850, -2.6091, 0.1763)  0.032
H (2.4091, -2.7675, 0.6648)  -0.014
O (4.3982, -2.6404, 1.6113)  0.211
H (5.1989, -2.1194, 1.6723)  -0.131
H (3.7101, -2.0624, 1.9410)  -0.049
O (1.4266, 0.6350, 0.5596)  0.458
H (1.1005, 0.6338, -0.3404)  0.059
H (1.8772, -0.2044, 0.6526)  -0.107
O (3.6331, 2.3481, -0.3745)  0.136
H (4.0522, 1.7283, -0.9715)  -0.074
H (3.0637, 1.8069, 0.1724)  0.024
O (0.4967, 2.7713, -2.0054)  0.135
H (1.4067, 2.8190, -1.7123)  -0.012
H (0.4894, 3.2365, -2.8420)  -0.056
O (-1.9554, 0.7354, -2.0551)  0.020
H (-2.6012, 1.1384, -2.6354)  -0.023
H (-1.2674, 1.3950, -1.9669)  0.014
C (-3.2188, -1.1700, 0.9895)  0.373
C (-3.4134, 0.2908, 1.3126)  -0.136
C (-2.1661, 1.0170, 1.7445)  0.095
O (-3.8574, 0.8279, 0.0724)  -0.026
H (-4.1398, -1.6403, 0.6450)  0.006
H (-2.7925, -1.7973, 1.7723)  -0.086
H (-2.5039, -1.3467, 0.1859)  -0.073
H (-4.1699, 0.4628, 2.0782)  -0.017
H (-2.1827, 2.0790, 1.4998)  -0.002
H (-1.2589, 0.6719, 1.2485)  0.015
H (-2.1457, 1.0805, 2.8325)  0.006
H (-3.1752, 0.5916, -0.5604)  0.010

The total charge is -1. The value obtained for the total energy is -19847.7508 eV. As for the multiplicity: 2. The calculation puts the relative energy (zero: lowest compared OMol25 entry of this formula, charge and spin) at 0.53 kcal/mol. Its lowest unoccupied orbital energy (alpha / beta) is 2.8 / 2.6 eV. Its HOMO energy (alpha / beta) is 0.292 / -7.144 eV. The largest force on an atom comes out at 0.0294 hartree/bohr.

=====

No. 6
This record from OMol25 describes a 8-piece molecular cluster, C3H22O8 overall. The level of theory is ωB97M-V/def2-TZVPD.

Last column: Mulliken charge in e.
Cartesian coordinates (Å):
C (-18.8912, -10.0901, -15.8946)  -1.117
C (-19.5693, -8.6748, -15.8921)  0.507
C (-18.7227, -7.5046, -15.3343)  -1.061
O (-19.9265, -8.3630, -17.1550)  -0.531
H (-17.9062, -10.0643, -16.3606)  0.148
H (-19.5679, -10.7478, -16.4401)  0.341
H (-18.7906, -10.3665, -14.8451)  0.378
H (-20.4168, -8.6975, -15.2072)  0.238
H (-19.3412, -6.6082, -15.2884)  0.328
H (-17.8673, -7.1574, -15.9138)  0.095
H (-18.3137, -7.8678, -14.3915)  0.384
H (-20.7063, -8.8508, -17.4296)  0.295
O (-18.5513, -6.9441, -18.9299)  -0.717
H (-18.9361, -7.3341, -18.1450)  0.393
H (-17.6139, -7.1211, -18.8510)  0.387
O (-13.0357, -3.1789, -14.9859)  -0.617
H (-12.7328, -3.9089, -15.5259)  0.241
H (-13.7815, -2.8187, -15.4658)  0.391
O (-15.9352, -7.7083, -18.3584)  -0.666
H (-15.4287, -8.0810, -19.0801)  0.257
H (-16.0952, -8.4470, -17.7710)  0.279
O (-15.4605, -5.4858, -16.8159)  -0.713
H (-15.7595, -6.0380, -17.5383)  0.355
H (-15.3348, -4.6225, -17.2098)  0.327
O (-14.8081, -1.7914, -16.6410)  -0.650
H (-14.7501, -2.4548, -17.3286)  0.379
H (-14.6762, -0.9605, -17.0975)  0.276
O (-14.0226, -3.4390, -18.6627)  -0.642
H (-13.1459, -3.6495, -18.3414)  0.331
H (-13.8706, -2.9238, -19.4550)  0.290
O (-13.4228, -6.3704, -15.3689)  -0.622
H (-12.6086, -6.3392, -15.8713)  0.304
H (-14.0960, -6.0811, -15.9848)  0.410

The value obtained for the total energy is -19847.7080 eV. As for the multiplicity: 1. The calculation puts the relative energy (zero: lowest compared OMol25 entry of this formula, charge and spin) at 27.13 kcal/mol. Its lowest unoccupied orbital energy is -0.1 eV. Its HOMO energy is -10.226 eV. The largest force on an atom comes out at 0.0558 hartree/bohr.